A cluster of 3 separate species, C35H53ClF5IN3O7 in total at a distorted geometry. Source: the OMol25 dataset; level of theory: ωB97M-V/def2-TZVPD.

Calculated values
Charge: +1
Kohn-Sham gap: 8.56 eV
M: 885.2 g/mol

Each atom is followed by the atoms it is bonded to, with distances in Å.
Element x y z (Å)
1 C -0.84764 1.12849 2.20055  C2 1.178, H43 1.064
2 C 0.08375 0.41273 2.28285  C1 1.178, C3 1.446
3 C 1.22910 -0.47065 2.27050  C2 1.446, N4 1.534, H44 1.085, H45 1.082
4 N 1.02952 -1.83542 1.59993  C3 1.534, C5 1.520, C9 1.511, C36 1.550
5 C 2.01738 -2.70144 2.36510  N4 1.520, C6 1.523, H46 1.081, H47 1.086
6 C 2.40740 -4.10943 1.93482  C5 1.523, O7 1.167, Cl8 1.787
7 O 1.73367 -5.05452 1.81237  C6 1.167
8 Cl 4.18378 -4.29614 1.87610  C6 1.787
9 C -0.39500 -2.30116 1.79442  N4 1.511, C10 1.534, C14 1.532, H48 1.084
10 C -0.78089 -2.43916 3.27294  C9 1.534, C11 1.513, H49 1.085, H50 1.087
11 C -2.22684 -2.14984 3.61116  C10 1.513, O12 1.194, O13 1.342
12 O -3.04805 -3.00415 3.75708  C11 1.194
13 O -2.48704 -0.84774 3.80796  C11 1.342, H51 0.970
14 C -0.66919 -3.64384 1.10890  C9 1.532, C15 1.530, O23 1.426, H52 1.084
15 C -2.13710 -3.90090 0.76037  C14 1.530, C16 1.535, H53 1.086, H54 1.085
16 C -2.98272 -2.77709 0.14446  C15 1.535, C17 1.545, H55 1.085, H56 1.088
17 C -4.39030 -2.56899 0.74712  C16 1.545, C18 1.534, H57 1.084, H58 1.087
18 C -4.56557 -1.18876 1.39369  C17 1.534, C19 1.527, H59 1.088, H60 1.087
19 C -5.44958 -0.24449 0.58166  C18 1.527, O20 1.424, H61 1.089, H62 1.085
20 O -5.14830 1.09681 0.95162  C19 1.424, C21 1.421
21 C -4.34903 1.76461 -0.01460  O20 1.421, C22 1.505, H63 1.096, H64 1.089
22 C -3.93405 3.09889 0.54391  C21 1.505, H65 1.086, H66 1.083, H67 1.086
23 O 0.18060 -3.91802 -0.00327  C14 1.426, C24 1.407
24 C 0.69128 -2.85671 -0.77284  O23 1.407, I25 2.202, C26 1.542, C36 1.580
25 I 2.12744 -4.01346 -1.97638  C24 2.202
26 C -0.41215 -2.38508 -1.74059  C24 1.542, C27 1.539, H68 1.082, H69 1.083
27 C -0.05216 -1.94084 -3.16957  C26 1.539, C28 1.555, H70 1.081, H71 1.084
28 C -1.06876 -0.88632 -3.69054  C27 1.555, C29 1.518, H72 1.083, H73 1.085
29 C -2.51715 -1.33906 -3.63913  C28 1.518, F30 1.360, F31 1.380, C32 1.573
30 F -2.63415 -2.69391 -3.60948  C29 1.360
31 F -3.10230 -0.82254 -2.50087  C29 1.380
32 C -3.37689 -0.81038 -4.84564  C29 1.573, F33 1.358, F34 1.367, F35 1.358
33 F -3.42663 -1.75291 -5.82196  C32 1.358
34 F -4.65310 -0.54566 -4.43491  C32 1.367
35 F -2.84616 0.33120 -5.35519  C32 1.358
36 C 1.36669 -1.71906 0.09159  N4 1.550, C24 1.580, C37 1.539, C38 1.551
37 C 0.85399 -0.36330 -0.42674  C36 1.539, H74 1.079, H75 1.081, H76 1.077
38 C 2.90783 -1.63764 -0.06097  C36 1.551, O39 1.414, H77 1.084, H78 1.091
39 O 3.27824 -1.08542 -1.30899  C38 1.414, C40 1.387
40 C 4.30127 -0.14931 -1.27302  O39 1.387, C41 1.493, O42 1.186
41 C 3.99469 1.20658 -0.72711  C40 1.493, H79 1.089, H80 1.079, H81 1.085
42 O 5.37279 -0.45336 -1.67930  C40 1.186
43 H -1.66322 1.81173 2.18841  C1 1.064
44 H 1.52373 -0.62838 3.30312  C3 1.085
45 H 2.06193 0.04465 1.81123  C3 1.082
46 H 2.92870 -2.12964 2.46737  C5 1.081
47 H 1.68024 -2.81348 3.39156  C5 1.086
48 H -1.06017 -1.58056 1.33264  C9 1.084
49 H -0.60926 -3.44488 3.64256  C10 1.085
50 H -0.20673 -1.78843 3.92751  C10 1.087
51 H -3.27952 -0.82325 4.36702  O13 0.970
52 H -0.41090 -4.40443 1.83611  C14 1.084
53 H -2.63750 -4.30010 1.63758  C15 1.086
54 H -2.10423 -4.73273 0.06457  C15 1.085
55 H -3.14966 -3.03059 -0.89679  C16 1.085
56 H -2.51357 -1.79552 0.11913  C16 1.088
57 H -4.65965 -3.36898 1.42799  C17 1.084
58 H -5.10106 -2.61790 -0.07415  C17 1.087
59 H -3.61597 -0.67123 1.51387  C18 1.088
60 H -4.98989 -1.28788 2.38920  C18 1.087
61 H -5.24642 -0.38698 -0.47880  C19 1.089
62 H -6.49496 -0.41588 0.81609  C19 1.085
63 H -3.47264 1.13515 -0.20594  C21 1.096
64 H -4.90750 1.89759 -0.94004  C21 1.089
65 H -3.19326 3.54383 -0.11468  C22 1.086
66 H -4.78054 3.77235 0.59699  C22 1.083
67 H -3.50298 2.98549 1.53405  C22 1.086
68 H -1.05485 -1.63571 -1.29666  C26 1.082
69 H -1.03930 -3.25917 -1.86296  C26 1.083
70 H -0.08502 -2.77549 -3.85536  C27 1.081
71 H 0.90391 -1.43154 -3.20689  C27 1.084
72 H -0.77194 -0.64788 -4.70470  C28 1.083
73 H -0.94976 0.01069 -3.09186  C28 1.085
74 H 1.44694 0.45480 -0.04701  C37 1.079
75 H -0.18209 -0.22479 -0.15203  C37 1.081
76 H 0.94186 -0.31915 -1.49932  C37 1.077
77 H 3.38503 -2.60657 0.03256  C38 1.084
78 H 3.33846 -1.02582 0.73250  C38 1.091
79 H 3.78910 1.13112 0.33975  C41 1.089
80 H 4.83890 1.86195 -0.87437  C41 1.079
81 H 3.10757 1.63819 -1.17866  C41 1.085
82 C 10.88202 -0.23344 -2.43032  C83 1.524, H87 1.090, H88 1.089, H89 1.091
83 C 9.49141 -0.42528 -1.83623  C82 1.524, C84 1.533, H90 1.091, H91 1.091
84 C 8.78586 0.90134 -1.53044  C83 1.533, C85 1.462, H92 1.090, H93 1.091
85 C 9.53740 1.68996 -0.55470  C84 1.462, N86 1.141
86 N 10.11916 2.30540 0.21027  C85 1.141
87 H 11.54434 0.28264 -1.73461  C82 1.090
88 H 11.33501 -1.19692 -2.66113  C82 1.089
89 H 10.83822 0.34745 -3.35312  C82 1.091
90 H 9.56561 -1.01473 -0.92063  C83 1.091
91 H 8.87224 -0.99237 -2.53305  C83 1.091
92 H 7.79038 0.71474 -1.12681  C84 1.090
93 H 8.67338 1.49060 -2.44160  C84 1.091
94 C -5.20590 7.85616 1.46391  C95 1.524, H99 1.091, H100 1.089, H101 1.091
95 C -3.77096 7.87753 1.97775  C94 1.524, C96 1.534, H102 1.092, H103 1.091
96 C -2.74656 8.17169 0.87485  C95 1.534, C97 1.462, H104 1.090, H105 1.091
97 C -2.79075 7.15392 -0.17429  C96 1.462, N98 1.141
98 N -2.82618 6.35348 -0.98724  C97 1.141
99 H -5.35293 7.06612 0.72629  C94 1.091
100 H -5.90221 7.67558 2.28204  C94 1.089
101 H -5.47129 8.80740 1.00038  C94 1.091
102 H -3.53636 6.91794 2.44279  C95 1.092
103 H -3.67299 8.63972 2.75189  C95 1.091
104 H -1.73689 8.19512 1.28498  C96 1.090
105 H -2.94448 9.14276 0.41944  C96 1.091

Löwdin atomic charge list, values in e, 99 entries:
1 C 0.20
2 C -0.11
3 C -0.10
4 N -0.05
5 C -0.08
6 C -0.75
7 O 0.12
8 Cl 0.74
9 C -0.15
10 C -0.01
11 C -0.51
12 O 0.15
13 O 0.11
14 C -0.25
15 C -0.08
16 C -0.17
17 C -0.16
18 C -0.18
19 C -0.20
20 O -0.15
21 C -0.28
22 C -0.07
23 O -0.18
24 C -0.63
25 I 1.18
26 C -0.22
27 C -0.21
28 C -0.06
29 C -0.40
30 F 0.12
31 F 0.08
32 C -0.47
33 F 0.16
34 F 0.14
35 F 0.15
36 C -0.27
37 C 0.01
38 C -0.22
39 O -0.07
40 C -0.49
41 C 0.04
42 O 0.18
43 H 0.06
44 H 0.14
45 H 0.12
46 H 0.11
47 H 0.15
48 H 0.13
49 H 0.14
50 H 0.13
51 H 0.15
52 H 0.14
53 H 0.11
54 H 0.14
55 H 0.10
56 H 0.08
57 H 0.11
58 H 0.11
59 H 0.09
60 H 0.11
61 H 0.11
62 H 0.13
63 H 0.10
64 H 0.13
65 H 0.07
66 H 0.08
67 H 0.06
68 H 0.08
69 H 0.12
70 H 0.10
71 H 0.09
72 H 0.13
73 H 0.13
74 H 0.08
75 H 0.09
76 H 0.09
77 H 0.04
78 H 0.12
79 H 0.08
80 H 0.10
81 H 0.10
82 C -0.11
83 C -0.26
84 C -0.19
85 C -0.25
86 N 0.15
87 H 0.07
88 H 0.07
89 H 0.08
90 H 0.11
91 H 0.11
92 H 0.09
93 H 0.12
94 C -0.11
95 C -0.26
96 C -0.19
97 C -0.24
98 N 0.15
99 H 0.07